Entry 1:
ORCA calculation (wB97M-V/def2-TZVPD) on a cluster of 2 separate species, C7H14O3 in total.

Results
- HOMO level (eV) = -9.786
- Kohn-Sham gap (eV) = 10.394
- relative energy (zero: lowest compared OMol25 entry of this formula, charge and spin) (eV) = 2.024
- SMILES string = CC(C)[C@@]1(CC=O)CO1.O

Atoms and positions in Å:
O  0.1458  2.1358  -1.5087
O  -4.7901  3.7490  1.4098
O  -3.3026  -0.0381  -1.1787
C  -3.9272  2.9523  2.2126
C  -3.8363  2.9402  0.7323
C  -4.4242  1.7436  0.0095
C  -1.9050  4.6258  0.8403
C  -3.4137  0.6188  -0.1702
C  -3.3347  4.4359  -1.2229
C  -2.7409  3.6871  -0.0261
H  -4.4150  2.1163  2.7232
H  -4.8405  2.0116  -0.9697
H  -1.3446  4.0799  1.6107
H  -2.5356  4.9162  -1.8037
H  -1.1721  5.1549  0.2159
H  0.8329  2.0670  -2.1770
H  -2.5369  5.3799  1.3329
H  -3.8774  3.7697  -1.9072
H  -4.0332  5.2123  -0.8781
H  -5.2410  1.3241  0.6189
H  0.2065  3.0523  -1.1780
H  -2.8494  0.3414  0.7488
H  -3.2087  3.5161  2.8106
H  -2.0662  2.9076  -0.4177

Entry 2:
ORCA calculation (wB97M-V/def2-TZVPD) on the ion C7H14OP with charge +1 in a non-equilibrium geometry.

Results
- net charge = +1
- HOMO level (eV) = -12.015
- Kohn-Sham gap (eV) = 8.071
- relative energy (zero: lowest compared OMol25 entry of this formula, charge and spin) (eV) = 1.403

Atoms and positions in Å:
P  -1.4546  0.7352  -0.4182
O  -0.8919  -0.9224  0.1316
C  1.3501  -1.2665  0.6354
C  -2.9116  0.8188  0.5701
C  0.3372  -1.3408  -0.2287
C  -1.6533  0.5234  -2.2182
C  3.6717  -1.4212  1.4665
C  2.7784  -1.4973  0.4923
C  -0.0998  1.7284  0.1708
H  -2.9131  1.7467  1.0278
H  -3.8941  0.6992  0.0454
H  3.5446  -1.0825  2.4522
H  -2.7133  0.7616  -2.3621
H  3.1032  -1.7683  -0.5675
H  -1.5749  -0.6059  -2.3191
H  -2.8647  0.0443  1.3124
H  0.7513  1.1123  0.5472
H  -0.8661  0.8754  -2.8983
H  4.6729  -1.6572  1.2160
H  0.4426  -1.5869  -1.2814
H  1.1561  -0.7608  1.6785
H  -0.3663  2.4069  1.0834
H  0.3954  2.4579  -0.5364

Entry 3:
ORCA calculation (wB97M-V/def2-TZVPD) on a structure of composition C7H14OP in a non-equilibrium geometry.

Results
- net charge = +1
- HOMO level (eV) = -13.595
- Kohn-Sham gap (eV) = 8.302
- relative energy (zero: lowest compared OMol25 entry of this formula, charge and spin) (eV) = 3.955

Atoms and positions in Å:
P  1.4729  -0.5118  0.5009
O  0.1600  0.3641  -0.3983
C  -1.1437  -2.3447  0.4464
C  -1.5974  0.6069  1.3749
C  2.5279  1.0593  0.7533
C  -1.8537  1.1083  -1.1578
C  -1.8376  -1.4089  0.0785
C  -1.0735  0.4492  -0.0332
C  2.2935  -1.1805  -1.0265
H  2.4465  -0.3271  -1.7765
H  2.6931  1.6192  -0.2077
H  -1.8735  0.5061  -2.1404
H  3.4973  0.7326  0.9602
H  -2.6049  0.3428  1.5446
H  -0.1982  -2.9941  0.5656
H  1.5968  -1.8071  -1.4716
H  1.9936  1.5932  1.5208
H  3.2840  -1.7697  -0.7642
H  -2.9384  1.1345  -0.7140
H  -1.6009  1.7126  1.6214
H  -0.8989  0.1542  2.0184
H  -2.8443  -1.1197  -0.3075
H  -1.5008  2.0808  -1.3871

Entry 4:
ORCA calculation (wB97M-V/def2-TZVPD) on a cluster of 2 separate species, C7H14OS4 in total in a non-equilibrium geometry.

Results
- HOMO level (alpha / beta) (eV) = -7.894 / -7.894
- Kohn-Sham gap (alpha / beta) (eV) = 7.837 / 7.836
- relative energy (zero: lowest compared OMol25 entry of this formula, charge and spin) (eV) = 1.729

Atoms and positions in Å:
S  -1.3014  -1.2604  -2.2920
S  1.9579  0.0412  -0.9030
S  -2.6838  -1.4499  0.2471
S  -0.8655  0.7320  -0.0600
O  1.3339  2.3565  -0.1255
C  0.7495  -1.7951  1.7472
C  0.8636  1.1012  -0.3226
C  0.0828  4.0852  -1.2111
C  0.4395  -2.3106  0.3689
C  -0.3660  -3.5543  0.3058
C  -1.1918  -0.9014  -0.5420
C  0.5874  3.4921  0.1350
H  -0.4496  3.2446  0.7913
H  -0.4052  -4.1442  1.1896
H  -1.3554  -3.3155  -0.1328
H  -0.0022  -1.0715  -2.3524
H  1.7512  -1.2464  1.6585
H  -2.2657  -1.1218  1.4841
H  0.9598  4.5489  -1.5989
H  1.1373  4.2159  0.7921
H  0.9313  -2.5999  2.5591
H  -0.6099  4.9725  -1.0607
H  -0.3340  3.2486  -1.7912
H  1.0900  -2.0555  -0.4321
H  -0.0874  -1.0033  2.1167
H  0.0336  -4.2089  -0.5711

Entry 5:
ORCA calculation (wB97M-V/def2-TZVPD) on the ion C7H14P with charge +1 in a non-equilibrium geometry.

Results
- net charge = +1
- HOMO level (eV) = -13.570
- Kohn-Sham gap (eV) = 8.055
- relative energy (zero: lowest compared OMol25 entry of this formula, charge and spin) (eV) = 2.492

Atoms and positions in Å:
P  -0.1437  0.7979  -0.1710
C  1.2253  0.5555  2.3939
C  -1.8140  0.7172  -1.1103
C  0.9209  1.8974  1.8702
C  1.1235  -0.0571  -1.2145
C  0.3837  -0.5206  2.2638
C  0.7138  -1.5343  -1.6215
C  -0.6571  -0.4382  1.2065
H  -1.6367  0.0416  1.5065
H  0.3202  -1.5061  2.7287
H  1.2484  0.4220  -2.1984
H  1.5350  -1.9434  -2.1526
H  -0.8564  -1.3943  0.7867
H  -2.2751  1.6979  -1.2446
H  1.6457  2.4831  1.3033
H  0.0579  2.4958  2.2624
H  -1.4851  0.2500  -2.0243
H  2.1052  0.4453  3.1595
H  0.5974  -2.0865  -0.7633
H  2.1561  -0.0641  -0.6300
H  -0.1587  -1.4581  -2.2351
H  -2.4387  0.1244  -0.4386

Entry 6:
ORCA calculation (wB97M-V/def2-TZVPD) on an isolated molecule of C7H14S in a non-equilibrium geometry.

Results
- HOMO level (eV) = -7.430
- Kohn-Sham gap (eV) = 7.767
- relative energy (zero: lowest compared OMol25 entry of this formula, charge and spin) (eV) = 8.207

Atoms and positions in Å:
S  0.7141  -1.0732  1.5403
C  -1.4992  1.9656  -1.3818
C  -1.0729  -0.5220  -0.5217
C  0.9005  -1.8992  0.0350
C  -0.5898  0.9610  -0.5267
C  1.5939  0.5645  2.2357
C  0.0406  -1.4363  -1.0570
C  -1.9568  -1.0043  0.4940
H  -2.5701  1.7534  -1.1993
H  -1.1273  2.9028  -1.2163
H  0.8561  1.4044  2.2342
H  -0.3653  1.3131  0.5145
H  -0.3828  -2.1599  -1.6559
H  -1.2554  1.8214  -2.3768
H  -2.0275  -0.7049  -1.0841
H  1.6620  -1.8710  2.2464
H  2.4983  0.9366  1.7768
H  1.9060  -1.7774  -0.3972
H  -2.5457  -0.2316  0.9387
H  1.7451  0.2122  3.2646
H  0.4232  1.0215  -0.9582
H  0.5724  -0.7493  -1.8429

Entry 7:
ORCA calculation (wB97M-V/def2-TZVPD) on a structure of composition C7H14Si in a non-equilibrium geometry.

Results
- HOMO level (eV) = -9.113
- Kohn-Sham gap (eV) = 9.873
- relative energy (zero: lowest compared OMol25 entry of this formula, charge and spin) (eV) = 2.354

Atoms and positions in Å:
Si  0.0110  -0.7160  -0.4697
C  0.0322  -2.9382  0.5953
C  -2.1728  0.9777  -0.9905
C  2.7917  0.5104  -0.4523
C  4.0725  1.1957  -0.6572
C  -1.5142  0.2642  0.1746
C  1.6182  0.2421  -0.3355
C  -1.0898  1.3358  1.2161
H  -0.1719  1.8662  0.7160
H  -0.1504  -2.9518  1.7428
H  -2.8243  1.6925  -0.6288
H  -1.3914  1.3932  -1.5466
H  -1.8559  2.1209  1.7015
H  4.9468  0.9586  -0.0953
H  1.0555  -3.2731  0.4610
H  3.7895  2.1886  -0.5149
H  -0.6008  0.8033  2.1547
H  -0.5811  -3.7410  0.2787
H  4.3228  1.0381  -1.6861
H  -2.7057  0.4132  -1.7662
H  -2.2376  -0.4830  0.6336
H  -0.1848  -1.0511  -1.9018

Entry 8:
ORCA calculation (wB97M-V/def2-TZVPD) on an isolated molecule of C7H15B in a non-equilibrium geometry.

Results
- HOMO level (eV) = -8.762
- Kohn-Sham gap (eV) = 9.185
- relative energy (zero: lowest compared OMol25 entry of this formula, charge and spin) (eV) = 5.016
- SMILES string = BC[C@@H](C)C/C=C/C

Atoms and positions in Å:
C  -2.9482  -0.1850  -1.0423
C  2.1928  0.0464  1.1529
C  1.0575  -0.5797  -1.0229
C  0.0271  1.1294  0.4788
C  -1.0261  1.0023  -0.5031
C  1.3687  0.6199  -0.0496
C  -1.9081  0.0616  -0.0811
B  1.3978  -1.1525  1.6226
H  3.1396  -0.4172  0.8735
H  2.4197  1.0114  1.6639
H  0.8379  -0.8261  2.8021
H  -0.0518  2.0605  1.0627
H  0.5462  -0.2380  -1.9684
H  0.0545  0.2807  1.1189
H  -3.7559  0.5940  -0.9901
H  1.8516  1.5048  -0.5169
H  -3.4788  -1.1231  -0.8145
H  -2.4911  0.0354  -1.9960
H  1.8688  -1.2349  -1.3501
H  -1.6107  -0.7524  0.5054
H  0.3177  -1.2760  -0.6325
H  -1.1507  1.6608  -1.3301
H  1.3414  -2.2222  1.0166

Entry 9:
ORCA calculation (wB97M-V/def2-TZVPD) on a cluster of 2 separate species, C7H15BBr2F4N4 in total in a non-equilibrium geometry.

Results
- HOMO level (eV) = -9.660
- Kohn-Sham gap (eV) = 7.879

Atoms and positions in Å:
Br  2.5858  -1.4895  2.3419
Br  2.4648  0.8804  -0.3166
F  2.3880  1.8759  -5.5994
F  1.8787  2.8474  -3.5525
F  1.5278  0.5687  -3.8758
F  3.6939  1.4095  -3.7354
N  -1.4756  1.4439  0.1208
N  -1.8339  -2.0066  -0.9284
N  0.1544  -0.5239  -1.0240
N  -1.9726  0.1763  -0.1422
C  -0.2203  2.2816  2.1673
C  1.0577  -0.4489  0.1519
C  -2.8216  1.6349  2.2400
C  -1.4745  1.7503  1.4001
C  0.8841  -3.0592  0.6550
C  -1.1971  -0.7417  -0.6712
C  1.8124  -1.7917  0.5127
B  2.3743  1.6788  -4.1949
H  -1.1796  -2.6620  -1.3456
H  0.2589  3.0824  1.5388
H  -3.1091  0.5766  2.4757
H  0.5144  -0.1092  1.0658
H  0.5398  -3.4733  -0.3277
H  -3.6309  2.0788  1.6015
H  -0.5566  2.6805  3.1669
H  -2.7516  2.2291  3.1938
H  1.5202  -3.8619  1.1315
H  -2.9559  -0.0518  0.0553
H  0.5090  -1.2684  -1.6328
H  0.5476  1.4932  2.3783
H  -2.2665  -2.3668  -0.0798
H  0.0374  -2.8935  1.3843
H  2.6964  -1.9400  -0.1552